60
Properties=species:S:1:pos:R:3:forces:R:3:lowdin_charge:R:1 method="wB97M-V/def2-TZVPD" spin_multiplicity=1 homo_lumo_gap_ev=8.825 total_charge=+1 lumo_ev=-4.616 homo_ev=-13.44 relative_energy_kcal_mol=111.05 energy_ha=-1209.45286
C 2.469 -2.366 2.717 0.78 0.53 0.21 -0.071
C 2.494 -1.520 1.313 0.27 -0.56 0.78 -0.223
F 2.510 -0.061 1.696 -0.02 -3.03 -1.16 -0.119
C 1.253 -1.832 0.288 -0.22 0.24 -0.99 -0.189
C 0.140 -0.611 0.179 1.98 0.32 0.26 -0.132
N -1.259 -1.127 -0.215 -0.28 -1.54 5.12 0.109
C -1.713 -2.028 0.914 2.09 -0.18 -0.79 -0.117
N -2.937 -1.908 1.581 1.68 -2.34 -1.96 -0.047
O -3.120 -0.776 2.321 0.93 0.59 0.75 -0.016
N -0.787 -3.131 1.399 -1.31 4.20 -2.39 0.076
C 0.465 -3.244 0.557 0.33 -0.83 -1.50 -0.150
H 3.005 -3.413 2.561 -1.49 2.13 0.29 0.106
H 1.390 -2.447 3.162 2.05 -0.02 -0.86 0.070
H 3.131 -1.804 3.536 -1.47 -1.08 -1.99 0.110
H 3.489 -1.842 0.743 -2.04 1.39 1.32 0.165
H 1.738 -1.925 -0.798 -1.08 0.05 2.41 0.137
H 0.558 0.133 -0.647 -1.31 -1.54 1.83 0.154
H -0.005 -0.079 1.212 0.68 -0.89 -2.23 0.070
H -1.852 -0.263 -0.264 0.06 -1.37 -0.11 0.139
H -3.656 -2.674 1.535 1.20 1.21 0.81 0.193
H -2.323 -0.777 2.945 -1.51 0.49 -0.87 0.101
H -0.587 -2.973 2.411 -0.66 -0.39 -0.94 0.130
H 1.125 -4.107 0.999 -1.24 1.90 -0.76 0.143
H 0.105 -3.634 -0.513 0.75 0.88 2.41 0.150
C 1.566 3.840 3.296 0.05 0.05 -0.10 -0.104
C 0.453 3.772 4.334 0.16 0.47 -0.28 -0.261
C 0.219 2.360 4.873 -0.15 0.20 0.26 -0.170
C -0.278 1.442 3.840 -0.23 -0.80 -0.66 -0.144
N -0.666 0.715 3.023 0.31 0.76 1.27 0.162
H 1.320 3.256 2.405 0.06 0.01 0.08 0.070
H 1.722 4.877 2.981 0.01 -0.19 0.04 0.080
H 2.509 3.464 3.706 -0.09 0.04 -0.08 0.082
H -0.472 4.169 3.898 0.07 -0.11 0.17 0.115
H 0.718 4.428 5.172 -0.16 -0.24 -0.05 0.117
H -0.515 2.411 5.686 0.01 -0.23 -0.18 0.127
H 1.146 1.969 5.308 -0.14 -0.13 -0.21 0.130
C 1.537 -3.023 -5.546 -0.04 -0.17 -0.04 -0.106
C 1.389 -2.145 -4.310 -0.34 -0.10 -0.29 -0.275
C 2.707 -1.518 -3.857 -0.22 0.14 0.13 -0.201
C 3.676 -2.522 -3.396 0.93 -0.70 0.29 -0.236
N 4.442 -3.315 -3.037 -1.05 0.96 -0.34 0.143
H 2.185 -3.884 -5.351 -0.03 0.11 -0.04 0.076
H 0.559 -3.407 -5.854 0.17 0.05 0.00 0.077
H 1.958 -2.457 -6.382 -0.05 -0.08 0.09 0.081
H 0.951 -2.737 -3.497 0.09 0.11 0.00 0.099
H 0.678 -1.341 -4.538 0.17 -0.04 0.17 0.108
H 2.501 -0.821 -3.036 0.22 -0.06 -0.05 0.102
H 3.140 -0.927 -4.672 0.07 -0.17 0.14 0.126
C -2.875 3.259 -0.715 0.08 0.04 0.11 -0.118
C -3.483 3.743 -2.025 0.12 0.27 0.30 -0.264
C -3.882 2.602 -2.961 -0.18 0.30 -0.18 -0.193
C -2.722 1.836 -3.436 0.82 -0.76 -0.39 -0.230
N -1.806 1.227 -3.806 -1.06 0.73 0.59 0.132
H -1.940 2.717 -0.884 -0.04 0.03 -0.02 0.060
H -2.653 4.111 -0.066 -0.02 -0.18 -0.05 0.076
H -3.566 2.597 -0.182 0.03 0.05 0.00 0.073
H -2.775 4.414 -2.525 -0.17 -0.13 -0.01 0.118
H -4.377 4.336 -1.795 0.11 -0.14 -0.17 0.115
H -4.406 3.024 -3.827 0.14 -0.22 0.02 0.124
H -4.591 1.935 -2.457 0.19 -0.04 -0.11 0.121